*P*
DFT (ωB97M-V/def2-TZVPD) results for an isolated ion of composition C5H14N and charge +2.

The spin multiplicity is 2. Its LUMO energy (alpha / beta) is -0.2754 / -0.5401 Ha. Its expectation value of S² is 0.753. As for the net charge: +2. The calculation puts the orbital gap (alpha / beta) at 13.8048 / 7.0748 eV.

Positions of all 20 atoms, in Å:
H -0.76030 -0.99465 -1.41279
H 0.71538 2.28450 0.70771
H -1.72736 -0.79916 -0.10344
C 0.29898 -1.63044 0.55764
N 0.31642 1.37829 0.96116
H -0.46375 1.50542 1.61574
H 2.12270 -0.62099 -0.00904
H -2.30755 0.92227 -0.77830
C -0.20521 0.78362 -0.38648
H 1.04043 0.81004 1.39494
H -1.70988 2.34921 -0.00384
C -1.43797 1.61471 -0.75947
H 0.10902 -1.40816 1.61414
C 1.66225 -1.61210 -0.09861
H 0.64437 0.91204 -1.06284
H 1.60708 -2.05031 -1.08436
H -0.26744 -2.57402 0.44450
H -1.32664 2.05557 -1.75252
H 2.34393 -2.24465 0.51397
C -0.65448 -0.68118 -0.35812

Atom charges from the Löwdin analysis, given in e for atoms 1 to 8: number 1, H, carries 0.170; number 2, H, carries 0.189; number 3, H, carries 0.161; number 4, C, carries -0.078; number 5, N, carries 0.250; number 6, H, carries 0.185; number 7, H, carries 0.105; number 8, H, carries 0.119

---

*Q*
DFT (ωB97M-V/def2-TZVPD) results for a 2-piece molecular cluster, C5H14N overall.

The spin multiplicity is 2. Its LUMO energy (alpha / beta) is -0.3449 / -0.5195 Ha. Its expectation value of S² is 0.753. As for the net charge: +2. The calculation puts the orbital gap (alpha / beta) at 11.5730 / 6.8755 eV.

Positions of all 20 atoms, in Å:
H -0.78303 2.04925 -1.58688
H -0.17641 -0.45919 -1.54608
H 2.46522 -1.16338 1.55567
H -1.85019 -0.89710 -1.16571
C 2.65309 -0.59917 0.65087
H -2.38106 1.59339 -1.25450
H -1.48800 1.01235 -2.79444
C -1.46936 1.17458 -1.69940
C -0.99791 0.06599 0.53871
H 0.38390 -1.60138 0.68662
C -1.07778 -0.08904 -1.04267
H 3.03573 -1.06976 -0.24425
H 2.28205 1.13715 -0.24776
H -0.23527 -0.97651 2.22539
H 1.63736 0.96734 1.34170
C -0.50735 -1.22532 1.19234
N 2.28612 0.62005 0.63041
H -1.34597 -1.91224 1.13454
H -0.44787 0.99174 0.73518
H -1.98328 0.38123 0.89027

Atom charges from the Löwdin analysis, given in e for atoms 1 to 8: number 1, H, carries 0.152; number 2, H, carries 0.139; number 3, H, carries 0.133; number 4, H, carries 0.202; number 5, C, carries 0.172; number 6, H, carries 0.130; number 7, H, carries 0.165; number 8, C, carries 0.005

---

Going by the energies, *P* is most stable and the next is 0.0173 hartree up.

---

*P*
DFT (ωB97M-V/def2-TZVPD) results for the molecule C9H7NO2.

Its LUMO energy (alpha / beta) is -0.0239 / -0.0122 Ha. As for the net charge: 0. The calculation puts the orbital gap (alpha / beta) at 8.3591 / 8.4308 eV.

Positions of all 19 atoms, in Å:
C -0.57892 0.65077 0.06779
H -1.77332 0.49530 -1.76524
C -0.66374 0.96540 2.46040
C 0.81398 -0.78598 1.60532
H -0.59255 1.84959 -1.85147
C 0.41243 -0.34843 0.33887
H -1.98196 1.82914 1.23432
C 0.29635 -0.04198 2.66908
C -0.16802 -1.65133 -2.51648
C -0.90043 0.87910 -1.33368
O 1.17734 -1.05497 -0.57388
H 1.66499 -1.37812 1.71908
H 2.48644 -0.45833 -2.75532
O 1.62260 -0.01910 -2.63975
C -1.10866 1.24463 1.19736
H -1.22652 1.31960 3.32474
C 0.79524 -0.84955 -1.89560
N -0.91985 -2.41549 -2.95151
H 0.64459 -0.23024 3.66597

Atom charges from the Löwdin analysis, given in e for atoms 1 to 8: number 1, C, carries -0.199; number 2, H, carries 0.054; number 3, C, carries -0.092; number 4, C, carries 0.011; number 5, H, carries 0.112; number 6, C, carries -0.179; number 7, H, carries 0.103; number 8, C, carries -0.063

---

*Q*
DFT (ωB97M-V/def2-TZVPD) results for a 2-piece molecular cluster, C9H7NO2 overall.

Its LUMO energy is -0.0578 Ha. As for the net charge: 0. The calculation puts the orbital gap at 6.0478 eV.

Positions of all 19 atoms, in Å:
C 1.40047 1.28799 -0.27331
C 0.24082 0.50940 -0.50280
H -0.65393 0.87662 -0.94803
H 2.85385 -0.66115 2.01010
C 1.02456 -1.14468 1.15607
H 1.05148 -2.08834 1.65830
H -4.85099 -0.17247 -0.78666
C 2.15684 -0.33268 1.31399
C -3.86715 -0.41535 -0.37920
H 1.52877 2.11584 -0.97690
N -2.57831 0.23743 -0.77375
O -2.87631 1.39609 1.26142
C -1.04464 -1.56755 -0.08944
C -3.09090 0.58703 0.41908
O -1.75746 -2.43139 -0.28842
H 3.30441 1.32576 0.80964
C 2.35071 0.87747 0.58982
C 0.07029 -0.78710 0.14815
H -3.80942 -1.42275 -0.02063

Atom charges from the Löwdin analysis, given in e for atoms 1 to 8: number 1, C, carries -0.051; number 2, C, carries 0.057; number 3, H, carries 0.076; number 4, H, carries 0.084; number 5, C, carries 0.017; number 6, H, carries 0.115; number 7, H, carries 0.082; number 8, C, carries -0.043

---

Going by the energies, *P* is most stable and the next is 0.0109 hartree up.

---

*P*
DFT (ωB97M-V/def2-TZVPD) results for C2H4N2S3 as an isolated structure.

Its LUMO energy is -0.0294 Ha. As for the net charge: 0. The calculation puts the orbital gap at 8.2335 eV.

Positions of all 11 atoms, in Å:
S 1.48157 2.06065 -0.13004
H -1.31456 1.64717 0.01993
N 1.31495 -0.64343 0.00198
N -1.50233 -0.46566 -0.06510
S -3.18399 -0.15324 -0.25343
S 3.11175 -1.12654 -0.20590
H -3.73722 -1.48652 0.79542
C 0.77288 0.57887 -0.13619
H 3.21084 0.37710 0.13780
H 0.63393 -1.43506 -0.09190
C -0.78781 0.64666 -0.07256

Atom charges from the Löwdin analysis, given in e for atoms 1 to 8: number 1, S, carries 0.666; number 2, H, carries 0.090; number 3, N, carries -0.377; number 4, N, carries -0.442; number 5, S, carries 0.593; number 6, S, carries 0.636; number 7, H, carries 0.044; number 8, C, carries -0.910

---

*Q*
DFT (ωB97M-V/def2-TZVPD) results for C2H4N2S3 as an isolated structure.

Its LUMO energy is -0.0478 Ha. As for the net charge: 0. The calculation puts the orbital gap at 7.4967 eV.

Positions of all 11 atoms, in Å:
H 3.24820 -0.28294 -0.42914
N -1.30594 -0.44937 0.17114
H -3.84838 -1.13451 1.21486
H -0.98322 1.75862 -0.33376
H 0.32994 -1.21139 -0.33412
S -3.03759 -0.02137 -0.06426
S 2.63124 -1.39753 0.02022
S 1.80019 2.08098 0.11359
C 0.77640 0.67513 -0.12751
C -0.70781 0.67564 -0.21847
N 1.09698 -0.69327 -0.01256

Atom charges from the Löwdin analysis, given in e for atoms 1 to 8: number 1, H, carries -0.151; number 2, N, carries -0.337; number 3, H, carries 0.059; number 4, H, carries 0.102; number 5, H, carries 0.026; number 6, S, carries 0.561; number 7, S, carries 0.772; number 8, S, carries 0.558

---

*R*
DFT (ωB97M-V/def2-TZVPD) results for C2H4N2S3 as an isolated structure.

Its LUMO energy is -0.0047 Ha. As for the net charge: 0. The calculation puts the orbital gap at 8.4583 eV.

Positions of all 11 atoms, in Å:
C -1.26846 -0.14828 -0.65525
H -1.59927 -2.14333 0.96125
H 2.55477 -0.78088 0.29807
N -1.07447 -1.61030 -0.00817
H -0.22606 0.48257 -1.29044
H 1.19991 2.97264 1.11347
S 2.04224 1.90437 0.53616
S 0.67328 -1.87306 -0.22519
N 0.82496 0.68948 0.26332
S -2.77979 0.56263 -0.31957
C 1.40939 -0.44978 0.20012

Atom charges from the Löwdin analysis, given in e for atoms 1 to 8: number 1, C, carries -0.734; number 2, H, carries 0.198; number 3, H, carries 0.105; number 4, N, carries -0.428; number 5, H, carries 0.180; number 6, H, carries -0.074; number 7, S, carries 0.665; number 8, S, carries 0.873

---

Going by the energies, *P* is most stable and the next is 0.0256 hartree up.

---

*P*
DFT (ωB97M-V/def2-TZVPD) results for a 2-piece molecular cluster, C3H9N2S overall.

Its LUMO energy is -0.2137 Ha. As for the net charge: +1. The calculation puts the orbital gap at 7.8712 eV.

Positions of all 15 atoms, in Å:
H -3.13548 -0.89843 0.55124
H 1.83524 1.61624 -0.59704
H 1.55804 -2.11582 -0.47263
C -1.45357 0.94141 0.00413
H 0.48928 -1.00749 -0.13290
S 2.75718 -0.45237 0.24079
C 2.71284 1.17877 0.04368
H -2.53017 1.24474 0.17835
N -1.23254 -0.43824 0.19430
H -1.13596 0.99897 -1.14135
H 3.51298 1.93198 0.30754
H -1.96734 -2.29182 0.14777
H -0.71797 1.62686 0.62708
N 1.44872 -1.08126 -0.35730
C -2.14127 -1.25354 0.40632

Atom charges from the Löwdin analysis, given in e for atoms 1 to 8: number 1, H, carries 0.079; number 2, H, carries 0.092; number 3, H, carries 0.107; number 4, C, carries -0.145; number 5, H, carries -0.006; number 6, S, carries 1.059; number 7, C, carries -0.218; number 8, H, carries 0.094

---

*Q*
DFT (ωB97M-V/def2-TZVPD) results for an isolated ion of composition C3H9N2S and charge +1.

Its LUMO energy is -0.1365 Ha. As for the SMILES: C[C@H](S)C(N)=[NH2+]. As for the net charge: +1. The calculation puts the orbital gap at 10.1556 eV.

Positions of all 15 atoms, in Å:
C 0.53437 0.54380 -0.00812
C -0.70626 -0.11823 0.42957
H -0.87751 0.17915 1.54362
H -0.45788 1.56276 -1.33547
H -1.45314 -2.25768 0.28006
N 1.70237 0.43177 0.61432
H 1.62415 0.00290 1.56121
H 1.31457 1.73789 -1.34442
S -2.24348 0.63942 -0.17253
H 0.03482 -2.01952 -0.60323
N 0.44853 1.33352 -1.05065
H 2.50540 0.99661 0.31576
H -2.05174 0.70849 -1.53833
C -0.51465 -1.66289 0.24871
H 0.14044 -2.07800 1.05951

Atom charges from the Löwdin analysis, given in e for atoms 1 to 8: number 1, C, carries -0.411; number 2, C, carries -0.623; number 3, H, carries 0.145; number 4, H, carries 0.037; number 5, H, carries 0.097; number 6, N, carries 0.221; number 7, H, carries 0.166; number 8, H, carries 0.145

---

Going by the energies, *Q* is most stable and the next is 0.1331 hartree up.